# C26H24Cl2MoN10O2

C26H24Cl2MoN10O2 as an isolated structure at a distorted geometry (ωB97M-V with the def2-TZVPD basis set, OMol25).

```
65
C26H24Cl2MoN10O2 ωB97M-V with the def2-TZVPD basis set
Mo -0.032 -0.489 0.296
Cl 1.651 6.237 0.334
C 1.672 4.590 -0.115
C 1.207 3.697 0.877
C 1.068 2.376 0.505
N 0.641 1.347 1.366
C 0.749 1.332 2.704
O 1.123 2.259 3.480
C 0.680 -0.034 3.288
C 0.616 -0.326 4.621
C 0.614 -1.728 5.004
C 0.922 -2.624 3.975
C 0.861 -2.278 2.638
N 0.640 -1.016 2.261
C 1.561 1.851 -0.720
C 2.059 2.792 -1.630
C 2.274 4.074 -1.252
Cl 3.091 5.196 -2.283
N 1.573 0.492 -0.869
C 2.527 -0.181 -1.506
O 3.396 0.338 -2.239
C 2.531 -1.650 -1.203
C 3.744 -2.463 -1.181
C 3.667 -3.807 -0.983
C 2.416 -4.312 -0.683
C 1.349 -3.456 -0.383
N 1.403 -2.121 -0.523
H 1.119 3.924 1.961
H 0.447 0.454 5.403
H 0.247 -2.059 6.033
H 1.115 -3.660 4.269
H 1.174 -3.023 1.973
H 2.424 2.457 -2.681
H 4.672 -1.908 -1.450
H 4.525 -4.489 -1.008
H 2.273 -5.377 -0.569
H 0.472 -3.912 0.089
N -1.527 0.389 -3.892
C -1.258 -0.980 -3.961
C -0.986 -1.341 -2.697
N -1.140 -0.303 -1.875
C -1.550 0.757 -2.631
C -2.126 1.989 -2.183
N -2.619 2.215 -0.964
C -3.307 3.452 -1.077
C -3.318 3.908 -2.351
N -2.457 3.049 -3.038
H -1.681 1.053 -4.703
H -1.236 -1.465 -4.880
H -0.677 -2.297 -2.346
H -3.773 3.817 -0.193
H -3.649 4.848 -2.724
H -1.999 3.190 -3.954
N -1.974 0.340 0.992
C -3.013 -0.652 1.330
C -2.476 -2.053 1.583
N -1.514 -2.494 0.471
H -1.825 0.896 1.812
H -2.461 1.004 0.338
H -3.719 -0.606 0.503
H -3.624 -0.457 2.275
H -3.410 -2.673 1.739
H -1.965 -2.152 2.551
H -2.055 -2.503 -0.418
H -1.132 -3.431 0.489
```

For the frontier orbital gap (alpha / beta), the calculation gives 6.0 / 5.3 eV. Its expectation value of S² is 2.0303. As for the energy relative to the best compared isomer or geometry (same formula, charge and spin): 209.18 kJ/mol. As for the net charge: +2. As for the multiplicity: 3.